This record from the OMol25 dataset describes a structure of composition C4H4HgO2 at a distorted geometry. The level of theory is the ωB97M-V functional and the def2-TZVPD basis.

Molecular weight = 284.66 g mol⁻¹
HOMO (spin up / spin down) = -19.3 / -18.0 eV
Maximum force = 0.211 hartree/bohr
Relative energy (zero: lowest compared OMol25 entry of this formula, charge and spin) = 4.174 eV
Frontier orbital gap (spin up / spin down) = 0.275 / 0.187 Eh
Multiplicity = 1
Net charge = +2

CARTESIAN COORDINATES (ANGSTROEM)
H 1.694 -1.168 -1.671
O -0.974 0.905 1.547
C 0.336 0.984 1.059
C 0.442 0.202 -0.178
C 1.030 -0.136 -1.302
H -1.044 1.430 2.351
H 1.082 0.581 1.767
H 0.646 2.018 0.823
C 0.148 -1.172 -1.034
O -0.777 -1.808 -1.568
Hg -2.583 -1.836 -1.793

Atomic partial charges in e from the natural (NBO) method, atoms 1 to 8:
1. H 0.45
2. O -0.68
3. C -0.18
4. C 0.34
5. C -0.15
6. H 0.52
7. H 0.30
8. H 0.29